[1]
The following is a quantum chemistry calculation of a cluster of 2 separate species, C2H10N4 in total at a distorted geometry, from the OMol25 dataset.

Last column: Löwdin charge in e.
Positions of all 16 atoms, in Å:
1 C 1.29623 -0.00056 -0.16897  -0.0777
2 C -1.34226 -0.67676 1.13767  -0.1027
3 N 1.59591 0.62989 0.95371  0.2272
4 N 2.07406 -0.41655 -1.06749  0.2997
5 N -0.80217 -0.48431 -0.14329  -0.0181
6 N -1.50206 0.49656 -1.02369  0.1686
7 H -2.46335 -0.39612 1.09562  0.1542
8 H -0.91365 -0.19264 1.97782  0.0746
9 H -1.22783 -1.76997 1.41965  0.1385
10 H 2.50563 0.41249 1.29226  0.1454
11 H 1.10313 1.33416 1.46933  0.1480
12 H 3.01871 -0.26691 -1.00258  0.1416
13 H 1.77996 -0.96329 -1.81904  0.1473
14 H -1.61966 1.53600 -0.85334  0.2105
15 H -2.42123 0.20418 -1.32287  0.1763
16 H -1.08141 0.55382 -1.94478  0.1666

LUMO level (spin up / spin down) = -10.37 / -10.37 eV
Charge = +2
HOMO (spin up / spin down) = -18.97 / -18.97 eV
Energy = -8174.56664 eV
Strongest force on any atom = 5.85 eV/A

---

[2]
The following is a quantum chemistry calculation of a structure of composition C2H10N4O at a distorted geometry, from the OMol25 dataset.

Last column: Löwdin charge in e.
Positions of all 17 atoms, in Å:
1 C -1.96136 0.25435 -0.38867  -0.1480
2 N -0.89399 -0.12856 0.49442  -0.2620
3 O -1.09155 -1.48270 0.93874  -0.1231
4 H -1.16718 -2.02236 0.13224  0.0747
5 H 0.09641 0.85843 1.42445  0.1242
6 H -1.73182 1.25123 -0.76805  0.0669
7 H -2.93117 0.26556 0.12002  0.0747
8 H -2.03497 -0.41944 -1.26159  0.0773
9 C 0.85458 0.20733 -0.30631  -0.5936
10 N 1.35752 -1.10062 -0.31738  0.0864
11 N 1.12630 1.03801 1.08623  0.1608
12 N 0.89064 1.03392 -1.29403  0.0421
13 H 1.09498 -1.67735 0.46973  0.0659
14 H 2.32289 -1.17984 -0.60266  0.0866
15 H 1.79989 0.56990 1.68498  0.1210
16 H 1.28867 1.98975 0.76587  0.1137
17 H 0.98018 0.54238 -2.17799  0.0322

LUMO level = 0.71 eV
HOMO = -7.23 eV
Energy = -10240.08584 eV
Strongest force on any atom = 1.98 eV/A